Record 1
16
Properties=species:S:1:pos:R:3:forces:R:3:nbo_charge:R:1 method="wB97M-V/def2-TZVPD" total_energy_ha=-362.980642 charge=0 gap_ev=10.638 e_above_lowest_ev=2.8543
C 0.66750 -1.28905 -1.17261 0.03 -0.01 -0.05 -0.61
C 0.38737 -0.38497 0.02223 0.06 -0.05 0.07 -0.08
C 1.25555 0.87529 -0.00828 0.15 -0.21 -0.27 -0.06
O 1.00828 1.71570 1.09441 -0.21 0.14 0.02 -0.71
N -1.01497 -0.00460 0.04955 -0.06 -0.04 0.23 -0.64
C -1.83594 -0.00684 1.05868 0.22 -0.05 -0.10 0.46
O -2.98046 0.40873 0.66301 -0.02 0.02 -0.03 -0.67
H 0.06309 -2.19935 -1.12223 0.08 0.14 0.01 0.22
H 1.72389 -1.57703 -1.20200 -0.15 0.05 0.01 0.21
H 0.42387 -0.77122 -2.10689 0.03 -0.06 0.13 0.21
H 0.61984 -0.91854 0.95488 -0.05 0.06 -0.11 0.19
H 2.31082 0.59003 0.04904 -0.13 0.02 -0.03 0.18
H 1.09596 1.40150 -0.96343 0.01 -0.06 0.15 0.16
H 0.10209 2.03802 1.00231 0.13 0.01 0.09 0.47
H -2.20103 0.42935 -0.40477 -0.07 0.03 0.00 0.48
H -1.62588 -0.30703 2.08612 -0.02 0.02 -0.12 0.18

Record 2
16
Properties=species:S:1:pos:R:3:forces:R:3:nbo_charge:R:1 method="wB97M-V/def2-TZVPD" total_energy_ha=-362.965641 charge=0 gap_ev=10.442 e_above_lowest_ev=3.2625
C -2.22234 -0.12054 -0.26910 -0.32 -0.08 -0.01 -0.72
C -0.81449 0.35939 -0.16037 -0.30 0.55 1.86 0.64
O -0.60262 1.54060 0.05446 -0.86 -0.39 1.25 -0.62
C 0.17128 -0.77176 0.12579 -0.01 -0.05 0.27 -0.63
C 1.68387 -0.56826 0.22281 0.06 0.02 0.07 0.69
O 2.48191 -1.42285 -0.10917 -0.52 0.32 -0.25 -0.59
N 2.06997 0.64189 0.74243 0.17 -0.21 0.15 -0.82
H -2.46780 -0.14717 0.79728 -0.49 -0.13 -0.06 0.25
H -2.36731 -1.11860 -0.68264 0.12 0.10 -0.04 0.23
H -2.85862 0.61748 -0.75344 0.07 -0.04 0.04 0.25
H 0.08267 0.67283 -1.80208 2.42 1.59 0.17 -0.09
H 0.48811 1.16522 -1.23398 -0.41 -1.63 -3.46 0.11
H -0.17545 -0.93123 1.15278 0.15 -0.51 0.27 0.25
H -0.05107 -1.69022 -0.42684 0.13 0.30 0.03 0.26
H 3.06905 0.74943 0.85011 -0.07 -0.13 0.09 0.40
H 1.51284 1.02380 1.49193 -0.14 0.30 -0.36 0.40

Record 3
16
Properties=species:S:1:pos:R:3:forces:R:3:nbo_charge:R:1 method="wB97M-V/def2-TZVPD" total_energy_ha=-362.922204 charge=0 gap_ev=10.048 e_above_lowest_ev=4.4444
C 0.66031 -0.14636 -0.15289 -0.34 0.63 0.04 0.40
C 0.08936 0.97733 0.76635 1.65 -0.07 0.45 0.06
N -0.92433 1.73268 0.31092 0.14 0.15 -0.15 -0.79
C -0.19001 -1.36756 0.18341 0.33 -0.01 -0.36 -0.21
C -1.19138 -1.80858 -0.56252 0.47 -0.36 -0.31 -0.40
O 1.96276 -0.33802 0.09888 0.46 1.56 1.00 -0.72
O 0.40860 0.31742 -1.49931 0.09 -0.18 0.42 -0.77
H 2.18866 0.80703 0.67760 -0.71 -2.30 -1.23 0.34
H 1.12634 -0.05840 -2.02319 -0.01 0.05 0.05 0.49
H -0.94279 1.87270 -0.69433 -0.21 -0.08 0.31 0.42
H -1.79003 1.76661 0.83246 0.31 0.26 -0.18 0.40
H 0.01761 0.71330 1.81842 -0.31 -0.29 -0.13 0.21
H 1.53759 1.52500 1.04267 -1.49 0.34 -0.39 -0.07
H 0.14116 -1.88224 1.07624 -0.10 -0.03 0.11 0.21
H -1.42108 -1.35636 -1.51765 -0.09 0.24 0.09 0.21
H -1.67277 -2.75454 -0.35706 -0.18 0.08 0.27 0.20

Record 4
16
Properties=species:S:1:pos:R:3:forces:R:3:nbo_charge:R:1 method="wB97M-V/def2-TZVPD" total_energy_ha=-363.064630 charge=0 gap_ev=10.299 e_above_lowest_ev=0.5689 smiles="CC[C@@H](N)C(=O)O"
C -2.01770 0.34481 -1.68818 -0.71 -0.07 -0.23 -0.61
C -1.07002 0.70505 -0.55948 -0.28 0.37 -0.15 -0.40
C -0.21304 -0.46892 -0.11489 0.78 -0.03 -0.16 -0.16
N 0.50177 -1.04856 -1.25306 -0.32 0.35 0.15 -0.84
C 0.80809 -0.03338 0.90382 -0.14 0.34 0.15 0.79
O 1.96202 -0.36080 0.91145 0.27 -0.14 0.07 -0.60
O 0.28297 0.76569 1.86073 0.10 -0.39 0.10 -0.68
H -2.54467 -0.60240 -1.54391 0.37 -0.24 0.10 0.20
H -1.50050 0.32840 -2.64169 0.05 -0.22 -0.09 0.22
H -2.85557 1.03529 -1.79243 0.24 0.41 0.10 0.21
H -1.60166 1.17919 0.25962 -0.13 -0.30 0.31 0.22
H -0.39284 1.48333 -0.91418 0.14 -0.01 -0.11 0.21
H -0.76205 -1.24463 0.42792 -0.52 0.10 -0.03 0.20
H 1.44800 -1.28484 -0.98236 -0.08 -0.22 -0.02 0.39
H -0.00440 -1.85279 -1.58450 0.22 -0.21 -0.17 0.36
H 0.96046 0.80019 2.55349 -0.01 0.27 -0.03 0.50

Record 5
16
Properties=species:S:1:pos:R:3:forces:R:3:nbo_charge:R:1 method="wB97M-V/def2-TZVPD" total_energy_ha=-363.013190 charge=0 gap_ev=10.161 e_above_lowest_ev=1.9686 smiles=N[C@]1(O)C[C@@H](O)C1
N 1.85737 -0.06627 -0.92594 -0.06 0.09 0.00 -0.86
C 0.58106 -0.66060 -0.52286 -0.25 0.21 -0.05 0.40
O 0.66173 -2.04615 -0.69850 -0.13 -0.09 -0.13 -0.71
C -0.67859 0.04058 -1.13832 0.04 0.01 -0.06 -0.47
C -0.62624 0.95236 0.09860 0.31 0.01 0.00 0.11
O -1.79889 1.43178 0.69183 -0.24 0.15 -0.13 -0.70
C 0.07186 -0.18125 0.85245 0.04 0.00 0.19 -0.45
H 2.58831 -0.75308 -0.76678 -0.15 -0.03 -0.03 0.38
H 2.08914 0.73552 -0.34353 -0.09 -0.10 -0.15 0.35
H 0.23948 -2.22888 -1.54409 0.14 -0.23 0.02 0.48
H -1.55529 -0.61758 -1.04470 0.28 0.06 -0.01 0.21
H -0.65333 0.48663 -2.13815 0.26 -0.10 0.18 0.21
H 0.08521 1.76662 -0.10808 -0.16 -0.01 0.17 0.15
H -2.14842 2.13394 0.13064 -0.05 -0.06 0.14 0.47
H 0.78943 0.06261 1.63996 -0.02 -0.05 -0.14 0.21
H -0.67758 -0.88776 1.22124 0.08 0.13 0.01 0.23

Record 6
16
Properties=species:S:1:pos:R:3:forces:R:3:nbo_charge:R:1 method="wB97M-V/def2-TZVPD" total_energy_ha=-363.003448 charge=0 gap_ev=10.695 e_above_lowest_ev=2.2337
C -1.79565 -0.08347 1.32175 0.00 0.09 0.02 -0.71
C -1.71678 -0.79122 -0.00072 0.16 -0.02 -0.07 0.23
N -0.69650 -1.01951 -0.72988 -0.14 0.03 0.28 -0.49
C 0.57360 -0.68403 -0.22449 0.15 -0.05 0.30 0.86
O 0.94836 -0.82916 0.91791 -0.19 -0.02 -0.26 -0.62
O 1.37205 -0.25473 -1.20703 -0.14 -0.01 0.03 -0.49
C 2.70584 0.03603 -0.78003 0.28 0.10 0.00 -0.26
H -1.00092 0.65627 1.45090 -0.13 -0.18 -0.04 0.24
H -2.77283 0.40177 1.41861 0.16 -0.11 -0.01 0.22
H -1.69100 -0.81591 2.13402 -0.04 0.12 -0.19 0.25
H -2.66443 -1.16642 -0.39958 0.14 0.07 0.04 0.18
H 3.26916 0.27199 -1.68497 -0.16 -0.05 0.15 0.20
H 2.71429 0.89023 -0.09557 -0.02 -0.14 -0.11 0.19
H 3.14290 -0.82616 -0.26859 -0.09 0.13 -0.11 0.20
H -1.30665 2.43258 -0.78244 0.05 -0.11 -0.05 0.00
H -1.08144 1.78174 -1.06989 -0.04 0.16 0.02 0.00

Record 7
16
Properties=species:S:1:pos:R:3:forces:R:3:nbo_charge:R:1 method="wB97M-V/def2-TZVPD" total_energy_ha=-363.000317 charge=0 gap_ev=10.578 e_above_lowest_ev=2.3189 smiles="[H]/N=C/CO.CC=O"
H -1.42059 2.00196 -0.58687 0.03 -0.08 0.02 0.34
N -0.69542 1.29217 -0.46785 0.11 0.18 0.30 -0.63
C 0.06723 1.59581 0.50152 -0.07 -0.02 -0.20 0.13
C 1.28449 0.77472 0.84388 -0.24 -0.18 0.07 -0.15
O 2.44191 1.56371 0.61563 0.09 0.04 -0.22 -0.70
H -0.06134 2.50674 1.09904 0.02 -0.04 -0.06 0.16
H 1.28148 0.52978 1.91286 0.02 0.04 -0.17 0.19
H 1.29551 -0.15452 0.26137 0.00 0.19 0.10 0.20
H 2.53644 1.65689 -0.34221 0.05 0.00 0.20 0.47
C -1.24462 -1.80501 0.02489 0.08 0.00 0.06 -0.73
C -0.58289 -1.49071 -1.29185 0.28 -0.13 -0.04 0.47
O 0.60003 -1.63086 -1.50455 -0.52 0.04 0.10 -0.55
H -1.99199 -1.04523 0.27169 0.12 -0.12 -0.07 0.23
H -0.49146 -1.87079 0.81457 -0.12 -0.01 -0.10 0.23
H -1.75628 -2.77304 -0.05382 0.07 0.14 -0.05 0.24
H -1.26252 -1.15165 -2.09831 0.09 -0.03 0.05 0.11

Record 8
16
Properties=species:S:1:pos:R:3:forces:R:3:nbo_charge:R:1 method="wB97M-V/def2-TZVPD" total_energy_ha=-362.979100 charge=0 gap_ev=9.952 e_above_lowest_ev=2.8962
C 1.15057 -0.99985 0.73175 -1.16 0.84 1.16 -0.64
C 1.16811 -0.55766 -0.69752 -1.86 1.19 -1.04 -0.36
C -0.30658 0.03850 -1.18584 1.44 -0.87 0.13 -0.49
C -0.72724 1.04622 -0.20458 0.04 -0.64 1.82 0.51
O -0.13486 2.25197 -0.30747 0.24 0.10 -0.37 -0.67
N -1.30733 0.79806 0.92114 -1.06 0.99 -0.86 -0.26
O -2.07598 -0.39011 0.91965 0.51 -0.14 -0.12 -0.59
H 2.16102 -1.10543 1.12341 -0.08 0.05 0.16 0.21
H 0.61099 -1.93622 0.85113 0.10 -0.23 -0.04 0.21
H 0.52618 -0.25167 1.34475 1.45 -1.08 -0.59 0.22
H 1.37704 -1.38104 -1.37607 0.16 0.06 -0.11 0.21
H 1.87372 0.25942 -0.85881 0.09 -0.18 -0.04 0.20
H -0.20184 0.48124 -2.17640 -0.04 -0.18 0.01 0.23
H -1.00858 -0.79334 -1.17872 -0.04 0.11 -0.15 0.24
H -0.44809 2.81587 0.41161 -0.05 -0.12 0.12 0.49
H -2.65713 -0.27596 1.68195 0.27 0.09 -0.10 0.48

Record 9
16
Properties=species:S:1:pos:R:3:forces:R:3:nbo_charge:R:1 method="wB97M-V/def2-TZVPD" total_energy_ha=-362.944527 charge=0 gap_ev=9.568 e_above_lowest_ev=3.8370
C 2.13671 -0.41253 -1.33196 0.12 0.00 -0.05 -0.41
N 0.97518 -0.06227 -0.53740 -0.07 0.23 0.28 -0.59
C 1.01980 0.86436 0.39769 0.09 -0.11 -0.18 0.53
O 0.07351 1.23702 1.13123 0.06 -0.11 -0.13 -0.59
C -1.69451 0.64627 0.60216 0.02 -0.03 -0.09 -0.17
C -1.81696 -0.78549 0.42279 -0.13 0.27 0.39 0.03
O -1.25489 -1.41394 -0.55452 0.10 0.03 -0.11 -0.79
H 2.41602 -1.45632 -1.15928 -0.05 0.14 -0.03 0.21
H 1.92152 -0.28141 -2.39668 0.03 -0.03 0.15 0.21
H 2.98511 0.22666 -1.06788 -0.12 -0.10 -0.04 0.20
H 1.99303 1.35870 0.53158 -0.11 -0.05 -0.02 0.14
H -2.16140 1.09384 1.47371 0.10 -0.09 -0.10 0.22
H -1.63703 1.24203 -0.30463 0.02 -0.07 0.11 0.21
H -2.03520 -1.32482 1.36573 0.04 0.06 -0.18 0.16
H -2.91651 -0.25387 0.19845 -0.03 -0.13 -0.05 0.19
H 0.07860 -0.65402 -0.65653 -0.07 -0.02 0.02 0.45

Record 10
16
Properties=species:S:1:pos:R:3:forces:R:3:nbo_charge:R:1 method="wB97M-V/def2-TZVPD" total_energy_ha=-363.015211 charge=0 gap_ev=10.215 e_above_lowest_ev=1.9136 smiles="C[C@H](O)[C@@H](N)C=O"
C 0.13574 0.73075 -2.08856 -1.19 -0.59 -0.27 -0.63
C -0.06653 0.68693 -0.60003 0.42 0.62 1.31 0.09
O 1.24726 0.94211 -0.04445 0.32 -0.61 -0.24 -0.74
C -0.59444 -0.65768 -0.05601 0.70 0.63 -0.24 -0.19
N 0.48932 -1.61480 -0.26858 -1.66 -0.27 -0.33 -0.83
C -0.88150 -0.51524 1.43066 1.04 0.35 0.60 0.42
O -0.58456 0.48681 2.03966 -0.35 0.02 0.13 -0.54
H 0.86115 1.49872 -2.33098 0.06 -0.09 -0.20 0.23
H -0.80864 0.89479 -2.61837 0.02 0.47 0.17 0.21
H 0.39921 -0.26991 -2.43281 0.71 0.17 0.02 0.23
H -0.65599 1.49192 -0.15202 -0.51 -0.03 -0.68 0.19
H 1.23904 0.75362 0.90127 -0.26 0.40 0.02 0.48
H -1.51717 -0.97427 -0.54776 0.14 -0.07 -0.31 0.21
H 1.36958 -1.26551 0.07265 0.07 -0.37 0.26 0.39
H 0.15515 -2.51969 0.02077 0.86 -0.33 0.22 0.37
H -1.15766 -1.39353 2.04324 -0.36 -0.29 -0.45 0.12